Formula: C5H9Br3O3
Source: the Open Molecules 2025 dataset
Level of theory: the ωB97M-V functional and the def2-TZVPD basis

As for the spin multiplicity: 1. The value obtained for the lowest unoccupied orbital energy is -0.3 eV. The calculation puts the frontier orbital gap at 0.3680 Eh. The energy above the lowest of the compared OMol25 structures with the same formula, charge and spin is 13.9 kcal per mole.

Geometry (Å):
C1 -30.5722 5.6694 -22.2034
C2 -29.3583 4.7764 -22.5145
O1 -28.4291 4.9190 -21.4797
C3 -27.6309 6.0172 -21.3679
O2 -27.5236 6.9836 -22.1703
O3 -26.8524 5.7337 -20.3106
C4 -25.9084 6.6504 -19.8951
H1 -30.9997 5.2549 -21.2905
H2 -31.3008 5.6220 -23.0128
H3 -30.2589 6.7043 -22.0661
H4 -28.9374 5.0375 -23.4855
H5 -29.6403 3.7367 -22.6803
H6 -26.3847 7.6255 -19.7929
H7 -25.1447 6.7402 -20.6676
H8 -25.5057 6.4336 -18.9056
C5 -19.5889 2.8385 -16.8437
Br1 -21.3141 3.7142 -17.0338
Br2 -19.7555 1.0047 -16.0605
Br3 -18.4026 3.8042 -15.5972
H9 -19.1176 2.7405 -17.8216

Forces on atoms 1 to 6 (eV/Å):
C 0.385 -0.865 -0.163
C -1.067 1.437 -1.557
O 1.173 0.413 0.817
C 0.656 0.930 -2.664
O -0.636 -3.188 3.068
O -1.527 -0.958 -0.235

natural (NBO) atomic charge list, values in e, 2 entries: atom 1 (C): -0.632, atom 2 (C): -0.066